(1)
C3H8N2 in the gas phase. Source: the Open Molecules 2025 dataset; level of theory: wB97M-V/def2-TZVPD.

Cartesian coordinates (Å):
C1 -0.3019 0.4577 -1.5886
C2 0.0574 -0.0481 -0.2241
N1 0.5996 -1.3770 -0.1447
C3 0.1611 0.7794 0.8220
N2 0.3166 0.4002 2.1822
H1 -0.3751 1.5470 -1.6051
H2 -1.2961 0.0972 -1.8610
H3 0.4575 0.1774 -2.3175
H4 0.6307 -1.7482 -1.0893
H5 -0.0609 -1.9809 0.3437
H6 -0.1475 1.7975 0.6019
H7 -0.5448 0.4969 2.7071
H8 0.5036 -0.5990 2.1735

The SMILES is C/C(N)=C/N. The energy comes out at -6220.16131 eV.


(2)
A molecular structure, C19H20CsF3N6O10. Source: the Open Molecules 2025 dataset; level of theory: wB97M-V/def2-TZVPD.

Cartesian coordinates (Å):
Cs1 -0.4617 -1.0297 -0.1544
O1 0.4054 -2.1457 3.6327
C1 0.6145 -2.8380 2.6075
O2 -0.2235 -3.1835 1.7439
C2 2.0534 -3.2946 2.3873
C3 2.5970 -4.2672 3.1636
C4 3.9216 -4.7108 2.9454
C5 4.6943 -4.1428 1.9577
C6 4.1716 -3.1179 1.1957
C7 2.8114 -2.6341 1.3344
O3 2.3043 -1.7460 0.6186
N1 5.0629 -2.5399 0.2099
O4 4.9115 -1.3777 -0.1156
O5 5.9613 -3.2491 -0.2446
N2 4.4796 -5.7477 3.7595
O6 5.6394 -6.1062 3.5635
O7 3.7793 -6.2470 4.6358
H1 2.0185 -4.7165 3.9588
H2 5.7050 -4.4790 1.7876
N3 -0.3674 0.5948 3.1440
C8 0.8503 1.2153 3.6738
C9 2.0625 0.7674 2.8769
N4 2.0160 1.2724 1.5038
H3 -1.1682 0.8886 3.6928
H4 -0.2864 -0.4202 3.2861
H5 1.0269 0.9667 4.7287
H6 0.7574 2.3064 3.6013
H7 2.1027 -0.3255 2.9193
H8 2.9619 1.1477 3.3732
H9 1.0460 1.3923 1.2322
H10 2.4228 0.5846 0.8778
C10 -3.1372 3.0054 -5.8678
C11 -2.1203 3.3227 -4.7901
O8 -1.5031 4.3863 -4.7847
N5 -1.9620 2.3586 -3.8689
C12 -0.9526 2.4310 -2.8380
C13 -1.4806 2.9357 -1.5158
C14 -2.3998 3.9809 -1.4733
C15 -2.8474 4.4242 -0.2432
C16 -2.3679 3.8091 0.9053
C17 -1.4519 2.7798 0.7666
N6 -1.0101 2.3504 -0.4169
H11 -2.6084 2.8947 -6.8156
H12 -3.8185 3.8500 -5.9647
H13 -3.6884 2.0903 -5.6588
H14 -2.5144 1.4936 -3.9441
H15 -0.1653 3.1070 -3.1798
H16 -0.5202 1.4440 -2.6829
H17 -2.7411 4.4294 -2.3960
H18 -3.5633 5.2349 -0.1788
H19 -2.6977 4.1154 1.8893
H20 -1.0710 2.2514 1.6350
F1 -5.8147 -1.3215 -3.5595
C18 -4.6010 -1.7826 -3.1952
F2 -4.7587 -2.3742 -2.0020
F3 -4.2823 -2.7617 -4.0754
C19 -3.5065 -0.6654 -3.1996
O9 -3.5988 0.1131 -4.1664
O10 -2.6870 -0.7199 -2.2757

Its charge is -2. The energy comes out at -58145.32424 eV.